Record 1
{"formula": "C33H23CrN2O3", "method": "wB97M-V/def2-TZVPD", "elements": ["O", "C", "Cr", "C", "O", "C", "O", "C", "C", "C", "C", "C", "C", "C", "C", "C", "C", "C", "C", "C", "C", "C", "C", "C", "C", "C", "C", "C", "H", "H", "H", "H", "H", "H", "H", "H", "H", "H", "H", "H", "H", "H", "H", "C", "C", "C", "C", "N", "C", "N", "C", "C", "C", "C", "H", "H", "H", "H", "H", "H", "H", "H"], "xyz": [[-1.37084, 6.63459, 3.50510], [-1.45780, 6.08393, 2.48527], [-1.20703, 5.13604, 0.84019], [0.09068, 4.19437, 1.80265], [0.96258, 3.74951, 2.45206], [0.17498, 6.43569, 0.58811], [1.07893, 7.16032, 0.65167], [-2.81796, 5.80550, -0.41394], [-3.32551, 4.96596, 0.58369], [-2.78273, 3.69547, 0.79861], [-1.76580, 3.18501, -0.03641], [-1.15134, 1.87547, 0.18417], [-0.60281, 0.79243, 0.34744], [0.12362, -0.46747, 0.65873], [1.62384, -0.19601, 0.81249], [2.14138, 0.99167, 0.27260], [3.52349, 1.21761, 0.21686], [4.39848, 0.30042, 0.80816], [3.87173, -0.78952, 1.50973], [2.49680, -1.07802, 1.45365], [-0.60116, -1.12577, 1.83045], [-1.99177, -1.28694, 1.73127], [-2.65596, -2.12704, 2.63875], [-1.93838, -2.72602, 3.68494], [-0.62580, -2.31828, 3.92915], [0.01069, -1.43341, 3.05002], [-1.23973, 4.05691, -1.01062], [-1.77811, 5.32779, -1.21830], [-3.21192, 6.81762, -0.55025], [-4.12225, 5.32439, 1.22889], [-3.15799, 3.07887, 1.62025], [1.42914, 1.74099, -0.07962], [3.89839, 2.10877, -0.28843], [5.48002, 0.45353, 0.73577], [4.52072, -1.44823, 2.08781], [2.10511, -1.97190, 1.94648], [-2.53235, -0.68443, 0.99195], [-3.72693, -2.29274, 2.53066], [-2.42562, -3.45805, 4.33392], [-0.08040, -2.67357, 4.79948], [0.96441, -0.96719, 3.30279], [-0.39887, 3.71463, -1.62040], [-1.35199, 5.96235, -1.98848], [1.38908, -6.26992, -4.34332], [1.73404, -6.22060, -2.98535], [1.33099, -5.13604, -2.16882], [0.58377, -4.09132, -2.73348], [0.20505, -2.92570, -2.01000], [0.50501, -2.52857, -0.75148], [-0.05694, -1.31253, -0.52901], [-0.77237, -0.95843, -1.67100], [-0.58530, -1.91884, -2.57827], [0.18960, -4.18403, -4.07939], [0.60318, -5.25319, -4.88522], [1.72067, -7.08016, -4.98750], [2.33018, -7.02969, -2.56304], [1.58944, -5.10687, -1.10617], [1.04871, -3.04335, 0.02709], [-1.29242, -0.03888, -1.81828], [-0.97451, -2.00618, -3.55875], [-0.42784, -3.40956, -4.53282], [0.30574, -5.25139, -5.93248]], "atomic_forces_ev_per_a": [[-0.545, -2.034, -3.884], [0.005, 2.778, 5.832], [-0.521, 3.381, 0.251], [5.527, -3.934, 3.931], [-3.345, 1.823, -2.448], [5.027, 3.806, -0.187], [-3.313, -2.531, -0.422], [-0.996, 0.308, -0.777], [-1.060, 0.410, -0.052], [-0.177, -1.582, 0.686], [-0.515, -2.912, -1.096], [0.137, -0.778, 0.006], [-0.709, 2.182, 0.156], [-0.237, 1.005, 0.561], [0.418, 0.739, 0.182], [0.280, -0.168, 0.042], [-0.407, -0.282, 0.090], [-0.213, 0.105, 0.118], [-0.323, -0.180, -0.339], [0.361, 0.029, -0.029], [-0.457, 0.584, 1.021], [-0.025, -0.632, 0.298], [0.333, 0.407, -0.206], [0.003, 0.107, -0.180], [-0.166, 0.273, -0.116], [0.008, -0.375, -0.277], [0.877, -1.301, -0.592], [-0.249, 0.584, -0.978], [0.148, -0.426, 0.055], [0.155, -0.062, -0.030], [0.116, 0.226, -0.345], [0.506, -0.240, -0.159], [-0.040, -0.265, 0.212], [-0.454, -0.040, 0.201], [-0.106, 0.134, -0.320], [0.370, 0.282, -0.266], [0.056, -0.729, -0.006], [0.267, 0.006, 0.067], [0.178, 0.337, -0.174], [-0.214, 0.123, -0.048], [-0.230, -0.568, -0.069], [-0.337, 0.172, 0.205], [-0.025, -0.035, 0.126], [-0.121, 0.394, 0.323], [-0.281, 0.549, 0.110], [-0.016, -0.066, -0.404], [0.386, -1.540, -0.984], [-0.486, 1.381, 1.036], [-0.678, 0.807, -0.399], [-0.219, -1.461, -1.814], [0.725, -0.055, 0.387], [0.389, -0.995, 0.478], [0.240, -0.094, -0.071], [-0.091, 0.425, 0.610], [-0.015, 0.069, 0.278], [-0.193, 0.298, 0.005], [0.047, -0.127, -0.418], [0.110, -0.154, -0.399], [-0.118, 0.251, 0.319], [-0.187, 0.114, -0.376], [0.310, -0.397, 0.013], [0.092, -0.126, 0.269]], "charge": 2, "total_energy_ha": -2650.31424, "multiplicity": 4, "homo_lumo_gap_ev": [6.555, 5.756], "e_above_lowest_ev": 0.2319, "s2": 3.81}

---

Record 2
{"formula": "C33H23MnN7O3S2", "method": "wB97M-V/def2-TZVPD", "elements": ["Mn", "C", "C", "N", "N", "C", "O", "C", "C", "C", "C", "C", "C", "C", "C", "C", "C", "C", "N", "H", "H", "H", "H", "H", "H", "H", "H", "H", "H", "H", "H", "S", "C", "N", "C", "C", "C", "C", "C", "C", "S", "H", "H", "H", "H", "O", "N", "O", "C", "C", "C", "C", "C", "C", "N", "C", "C", "N", "C", "C", "C", "C", "H", "H", "H", "H", "H", "H", "H"], "xyz": [[-0.44190, -0.67304, 0.23151], [-3.37459, -3.81844, 0.16772], [-2.18626, -2.93730, 0.35654], [-2.03878, -1.77899, -0.16280], [-3.08474, -1.12627, -0.76844], [-2.98748, 0.12880, -0.35649], [-2.06877, 0.53426, 0.44681], [-3.98947, 1.10573, -0.85411], [-4.99866, 0.71781, -1.73096], [-5.90151, 1.65468, -2.20850], [-5.80437, 2.98324, -1.81356], [-4.80015, 3.37298, -0.93805], [-3.89429, 2.43634, -0.45968], [-1.09239, -3.26115, 1.27629], [-0.86888, -4.52636, 1.80478], [0.14757, -4.70686, 2.72209], [0.91042, -3.60957, 3.09963], [0.63415, -2.38573, 2.52642], [-0.34095, -2.19516, 1.63478], [-4.12198, -3.29810, -0.42356], [-3.80879, -4.11142, 1.12567], [-3.07828, -4.72775, -0.36220], [-5.06105, -0.32041, -2.02900], [-6.68505, 1.34890, -2.89056], [-6.51097, 3.71345, -2.18859], [-4.72277, 4.40741, -0.62686], [-3.10419, 2.71954, 0.22285], [-1.48244, -5.35468, 1.47679], [0.34881, -5.68653, 3.13518], [1.71604, -3.69776, 3.81523], [1.23141, -1.52032, 2.77856], [0.06346, -2.85805, -2.26899], [1.40789, -2.43343, -1.35203], [1.48332, -1.56603, -0.33822], [2.79088, -1.46112, 0.15397], [3.25689, -0.63266, 1.17891], [4.59509, -0.65109, 1.54184], [5.50444, -1.48848, 0.90333], [5.06943, -2.31649, -0.11830], [3.73040, -2.29143, -0.48131], [2.94487, -3.19786, -1.72748], [2.58851, 0.02870, 1.70289], [4.93382, 0.00287, 2.33642], [6.54566, -1.49080, 1.19746], [5.76146, -2.97212, -0.63254], [3.91431, 4.81041, 0.97227], [3.30585, 4.83932, -0.07857], [3.41742, 5.71581, -0.90728], [2.38718, 3.72790, -0.36918], [2.10426, 3.51157, -1.66730], [1.24972, 2.44515, -2.06736], [0.85030, 2.22092, -3.39794], [-0.02173, 1.20270, -3.66276], [-0.47908, 0.39291, -2.61093], [-0.08753, 0.57083, -1.36376], [0.75437, 1.58438, -1.09047], [1.06939, 1.80380, 0.29164], [0.53111, 0.92843, 1.16918], [0.59907, 1.20198, 2.45313], [1.27747, 2.31894, 2.94229], [1.93081, 3.15157, 2.07307], [1.83918, 2.91149, 0.68861], [2.53104, 4.16939, -2.41232], [1.22565, 2.86029, -4.18798], [-0.36583, 1.00130, -4.66740], [-1.16886, -0.42166, -2.78279], [0.11782, 0.49869, 3.12161], [1.30536, 2.50480, 4.00721], [2.49689, 3.98976, 2.44354]], "atomic_forces_ev_per_a": [[0.357, 0.598, 0.632], [0.041, -0.045, 0.036], [-0.092, -0.092, 0.012], [0.126, -0.114, -0.007], [0.017, 0.403, 0.016], [0.136, -0.338, 0.058], [-0.260, -0.030, -0.203], [0.013, 0.069, 0.013], [-0.038, -0.004, -0.030], [0.003, -0.020, 0.004], [0.013, 0.016, 0.008], [0.009, -0.028, 0.010], [-0.038, 0.026, -0.022], [-0.010, 0.029, -0.040], [-0.032, -0.090, 0.004], [-0.004, 0.026, -0.003], [0.008, -0.067, 0.022], [-0.007, 0.035, -0.003], [-0.072, -0.095, -0.025], [0.002, 0.010, -0.002], [0.007, -0.005, -0.009], [-0.009, 0.003, 0.006], [0.001, 0.022, 0.002], [0.010, 0.003, 0.008], [0.009, -0.012, 0.008], [-0.002, -0.012, -0.005], [-0.003, -0.005, -0.005], [0.019, 0.014, 0.011], [-0.007, 0.005, -0.006], [-0.016, 0.001, -0.011], [0.008, 0.012, -0.026], [0.068, 0.009, -0.002], [0.061, 0.032, 0.103], [-0.004, -0.171, -0.179], [-0.115, 0.013, -0.031], [-0.016, 0.014, 0.039], [-0.032, 0.002, 0.001], [-0.018, -0.029, -0.043], [0.008, 0.014, 0.019], [0.006, -0.029, -0.038], [-0.001, -0.003, -0.030], [0.016, -0.017, -0.003], [-0.015, -0.010, -0.012], [-0.008, 0.001, 0.000], [-0.018, 0.013, 0.009], [0.062, -0.076, 0.116], [0.005, 0.107, 0.084], [-0.037, 0.024, -0.135], [-0.075, -0.119, 0.104], [0.084, 0.109, -0.197], [-0.083, -0.086, -0.007], [0.058, 0.043, -0.035], [-0.036, -0.025, -0.073], [-0.008, 0.026, 0.014], [-0.146, -0.241, -0.219], [0.006, 0.001, -0.025], [0.132, 0.202, 0.143], [-0.020, -0.006, -0.252], [-0.044, -0.091, 0.055], [-0.009, 0.007, 0.134], [0.063, 0.070, -0.037], [-0.063, -0.083, 0.009], [-0.012, -0.006, -0.001], [-0.011, -0.007, 0.018], [0.006, 0.011, 0.015], [0.012, -0.005, 0.013], [-0.005, -0.007, 0.012], [-0.009, -0.014, -0.022], [0.006, 0.010, -0.001]], "charge": 0, "total_energy_ha": -3827.72918, "multiplicity": 2, "homo_lumo_gap_ev": [5.702, 5.590], "e_above_lowest_ev": 0.6161, "s2": 0.77}

---

Record 3
{"formula": "C33H24AuN2O5P", "method": "wB97M-V/def2-TZVPD", "elements": ["Au", "O", "C", "C", "C", "C", "C", "C", "C", "O", "N", "N", "C", "C", "C", "C", "C", "C", "C", "O", "H", "H", "H", "H", "H", "H", "H", "H", "H", "H", "O", "C", "O", "C", "C", "C", "C", "C", "C", "P", "C", "C", "C", "C", "C", "C", "C", "C", "C", "C", "C", "C", "H", "H", "H", "H", "H", "H", "H", "H", "H", "H", "H", "H", "H", "H"], "xyz": [[-0.36731, 0.96235, 0.00931], [4.12233, 0.27605, -0.26128], [4.42462, 1.56570, -0.50292], [5.77916, 1.88034, -0.61164], [6.17950, 3.17696, -0.85150], [5.23646, 4.19357, -0.98740], [3.89845, 3.88891, -0.87307], [3.46546, 2.58077, -0.62859], [2.01718, 2.32537, -0.47632], [1.59230, 1.06562, -0.56481], [1.23766, 3.34138, -0.31022], [-0.08127, 2.95999, -0.17622], [-1.00325, 3.84364, -0.20858], [-2.41179, 3.59718, -0.07297], [-3.27379, 4.68751, -0.29262], [-4.63500, 4.56377, -0.18775], [-5.16861, 3.32242, 0.17855], [-4.35064, 2.24359, 0.41189], [-2.95443, 2.34203, 0.26879], [-2.27552, 1.23677, 0.52620], [3.15191, 0.18383, -0.28347], [6.49692, 1.07746, -0.50918], [7.23571, 3.40065, -0.93049], [5.55178, 5.20961, -1.18004], [3.14632, 4.65950, -0.96512], [-0.67131, 4.86921, -0.35212], [-2.83667, 5.64550, -0.54910], [-5.28413, 5.40721, -0.37440], [-6.23981, 3.21089, 0.28827], [-4.75087, 1.28933, 0.72872], [-1.54859, 0.73125, 3.62878], [-0.64996, 0.20282, 2.98831], [0.29693, 0.74015, 2.32703], [-0.59457, -1.32685, 2.96716], [-0.63231, -1.99242, 4.18971], [-0.45111, -3.36167, 4.25936], [-0.25543, -4.10115, 3.09849], [-0.25558, -3.46255, 1.87391], [-0.42331, -2.07587, 1.80023], [-0.48631, -1.36578, 0.13531], [-1.93367, -2.10656, -0.67491], [-3.11342, -1.38131, -0.81618], [-4.22272, -1.96987, -1.40950], [-4.16107, -3.27733, -1.86265], [-2.98705, -4.00495, -1.72064], [-1.87675, -3.42481, -1.13234], [0.93836, -2.03151, -0.74620], [2.10811, -2.31520, -0.04509], [3.22974, -2.75926, -0.72827], [3.19149, -2.90581, -2.10660], [2.03315, -2.60354, -2.80994], [0.90729, -2.16289, -2.13435], [-0.79750, -1.40529, 5.08315], [-0.45744, -3.85905, 5.22095], [-0.10785, -5.17192, 3.14802], [-0.11579, -4.04718, 0.97331], [-3.16642, -0.36762, -0.45135], [-5.13508, -1.39799, -1.51736], [-5.02491, -3.73237, -2.32954], [-2.93331, -5.02696, -2.07216], [-0.96276, -3.99680, -1.04154], [2.13777, -2.19346, 1.03120], [4.13868, -2.96851, -0.18212], [4.07007, -3.24894, -2.63699], [2.00613, -2.70902, -3.88643], [0.00385, -1.92691, -2.68271]], "atomic_forces_ev_per_a": [[-0.025, 0.828, -0.274], [-0.159, -0.073, -0.034], [0.003, 0.056, 0.000], [0.034, 0.006, -0.033], [-0.008, -0.031, 0.024], [0.024, 0.010, -0.013], [-0.025, 0.031, -0.002], [-0.029, -0.140, -0.041], [-0.086, -0.023, -0.220], [-0.093, -0.099, 0.423], [-0.033, 0.050, 0.072], [-0.010, -0.417, -0.164], [0.019, 0.228, 0.098], [0.045, -0.088, -0.079], [-0.015, 0.045, 0.016], [-0.038, -0.069, 0.014], [0.036, 0.068, -0.001], [0.008, -0.083, -0.005], [0.040, 0.106, 0.092], [0.095, -0.486, -0.097], [0.038, -0.058, 0.034], [-0.010, -0.002, 0.023], [-0.001, 0.007, -0.016], [-0.020, 0.008, 0.007], [0.022, 0.008, -0.001], [0.014, -0.019, 0.024], [0.021, -0.016, -0.010], [0.013, 0.016, 0.016], [0.001, -0.018, 0.011], [-0.017, 0.008, -0.015], [-0.044, 0.020, 0.125], [0.174, -0.026, -0.186], [0.000, -0.002, 0.189], [0.045, 0.092, -0.026], [-0.030, -0.097, -0.029], [-0.015, 0.043, 0.020], [0.009, -0.047, -0.008], [-0.101, 0.000, -0.001], [0.003, 0.135, 0.099], [-0.044, -0.161, 0.082], [0.018, 0.087, -0.103], [-0.031, -0.092, -0.013], [0.020, 0.009, 0.004], [-0.016, 0.010, 0.002], [0.026, -0.033, 0.003], [0.000, 0.019, 0.023], [0.100, 0.104, -0.010], [-0.028, -0.053, 0.012], [0.017, 0.044, -0.009], [0.016, -0.011, 0.003], [-0.030, 0.003, -0.002], [0.031, 0.034, 0.039], [0.004, 0.020, -0.010], [-0.003, -0.003, 0.001], [-0.001, -0.001, -0.005], [0.005, -0.003, 0.024], [0.009, 0.042, 0.000], [-0.001, -0.002, 0.000], [-0.004, 0.000, 0.008], [-0.002, 0.002, -0.006], [-0.007, 0.000, -0.040], [0.015, 0.015, -0.023], [0.017, -0.012, 0.005], [0.002, 0.005, 0.000], [0.004, -0.001, 0.000], [-0.001, 0.007, -0.016]], "charge": 0, "total_energy_ha": -2234.66589, "multiplicity": 1, "homo_lumo_gap_ev": 6.880, "e_above_lowest_ev": 0.6792}